1.
C22H31N3O2 | ωB97M-V with the def2-TZVPD basis set

```
! wB97M-V def2-TZVPD RIJCOSX def2/J DEFGRID3
* xyz 0 1
C -4.42 -1.90 -2.56
C -3.09 -1.28 -2.29
C -1.91 -1.87 -1.93
C -0.93 -0.83 -1.82
C 0.51 -0.96 -1.50
O 1.38 -0.38 -2.15
N 0.86 -1.78 -0.46
C 2.29 -1.91 -0.19
C 2.92 -0.63 0.40
N 1.94 0.20 1.08
C 1.48 1.38 0.56
O 0.44 1.89 0.95
C 2.28 2.13 -0.44
C 2.03 3.37 -0.86
C 3.21 3.43 -1.80
C 3.53 1.98 -1.31
C 1.20 -0.46 2.17
C 1.12 0.44 3.41
C 0.37 -0.24 4.54
C -1.03 -0.63 4.08
C -0.94 -1.59 2.90
C -0.16 -1.00 1.72
C -0.03 -2.09 0.65
C -1.55 0.36 -2.11
C -1.02 1.75 -2.15
N -2.87 0.08 -2.38
C -3.85 1.06 -2.75
H -4.34 -2.98 -2.46
H -5.18 -1.55 -1.86
H -4.77 -1.68 -3.57
H -1.75 -2.93 -1.81
H 2.41 -2.75 0.49
H 2.80 -2.15 -1.12
H 3.71 -0.91 1.11
H 3.38 -0.06 -0.39
H 1.24 4.07 -0.62
H 2.96 3.51 -2.86
H 3.97 4.18 -1.55
H 4.47 1.88 -0.78
H 3.45 1.22 -2.09
H 1.82 -1.32 2.45
H 2.14 0.70 3.71
H 0.62 1.37 3.14
H 0.90 -1.14 4.87
H 0.32 0.43 5.41
H -1.59 -1.10 4.90
H -1.58 0.27 3.79
H -0.44 -2.51 3.23
H -1.94 -1.88 2.56
H -0.72 -0.16 1.30
H -1.02 -2.32 0.27
H 0.36 -3.00 1.12
H 0.06 1.72 -2.06
H -1.28 2.25 -3.08
H -1.41 2.34 -1.32
H -3.71 1.97 -2.17
H -3.79 1.32 -3.81
H -4.85 0.68 -2.55
*
```

Values from the calculation:
Highest occupied orbital energy, hartree: -0.287
Energy, a.u.: -1171.66877
Molar mass, g/mol: 369.51
Relative energy (zero: lowest compared OMol25 entry of this formula, charge and spin), kJ/mol: 156.8
SMILES: Cc1cc(C(=O)N2CCN(C(=O)C3=CCC3)[C@H]3CCCC[C@@H]3C2)c(C)n1C
Frontier orbital gap, eV: 8.64

---

2.
C16H17NO4S | ωB97M-V with the def2-TZVPD basis set

```
! wB97M-V def2-TZVPD RIJCOSX def2/J DEFGRID3
* xyz 0 1
C -6.57 -2.37 0.73
C -5.10 -1.98 0.83
O -4.81 -1.10 -0.23
C -3.56 -0.59 -0.35
C -2.49 -0.88 0.49
C -1.25 -0.30 0.27
C -1.05 0.57 -0.79
C -2.12 0.85 -1.64
C -3.35 0.28 -1.42
H -4.19 0.49 -2.08
H -1.98 1.52 -2.47
C 0.28 1.25 -1.03
N 1.39 0.55 -0.44
C 2.34 -0.06 -1.19
O 2.32 -0.08 -2.41
C 3.41 -0.72 -0.42
C 4.49 -1.36 -0.96
C 5.35 -1.90 0.01
C 4.92 -1.67 1.28
S 3.45 -0.79 1.31
H 5.37 -1.97 2.21
H 6.26 -2.44 -0.22
H 4.65 -1.43 -2.02
H 1.49 0.60 0.56
H 0.48 1.29 -2.10
C 0.22 2.70 -0.48
H 1.21 3.14 -0.51
C -0.30 2.72 0.93
O -1.34 3.18 1.29
O 0.56 2.15 1.79
H 0.20 2.17 2.69
H -0.47 3.29 -1.10
H -0.44 -0.55 0.93
H -2.61 -1.56 1.32
H -4.46 -2.88 0.77
H -4.91 -1.49 1.80
H -7.19 -1.49 0.79
H -6.83 -3.05 1.53
H -6.75 -2.86 -0.22
*
```

Values from the calculation:
Highest occupied orbital energy, hartree: -0.311
Energy, a.u.: -1373.83923
Molar mass, g/mol: 319.38
Relative energy (zero: lowest compared OMol25 entry of this formula, charge and spin), kJ/mol: 0.0
SMILES: CCOc1ccc([C@@H](CC(=O)O)NC(=O)c2cccs2)cc1
Frontier orbital gap, eV: 8.89

---

3.
C5H12O | ωB97M-V with the def2-TZVPD basis set

```
! wB97M-V def2-TZVPD RIJCOSX def2/J DEFGRID3
* xyz 0 1
C -2.84 0.29 -0.18
C -1.49 -0.31 -0.60
C -0.43 -0.22 0.50
C 0.97 -0.61 0.05
O 1.91 0.00 0.91
C 3.04 0.55 0.28
H -3.26 -0.26 0.67
H -3.57 0.25 -1.01
H -2.72 1.34 0.12
H -1.14 0.22 -1.50
H -1.63 -1.37 -0.88
H -0.39 0.81 0.88
H -0.73 -0.85 1.36
H 1.12 -1.71 0.05
H 1.13 -0.28 -0.99
H 3.52 1.22 0.99
H 2.76 1.16 -0.61
H 3.76 -0.23 -0.02
*
```

Values from the calculation:
Highest occupied orbital energy, hartree: -0.355
Energy, a.u.: -272.91839
Molar mass, g/mol: 88.15
Relative energy (zero: lowest compared OMol25 entry of this formula, charge and spin), kJ/mol: 79.5
SMILES: CCCCOC
Frontier orbital gap, eV: 10.81

---

4.
C46H42BrClN2OSiTcTe | ωB97M-V with the def2-TZVPD basis set

```
! wB97M-V def2-TZVPD RIJCOSX def2/J DEFGRID3
* xyz 1 3
Tc -0.88 0.68 -0.43
C 3.28 -5.89 4.37
C 2.89 -4.74 3.46
C 3.50 -4.57 2.22
C 3.16 -3.53 1.37
C 3.87 -3.49 0.03
C 2.18 -2.60 1.80
Te 2.07 -0.96 0.40
N 0.95 0.37 -0.96
C 1.57 1.01 -2.04
O 0.97 1.64 -2.88
C 3.08 0.94 -2.09
C 3.77 -0.24 -2.32
C 5.16 -0.25 -2.35
C 5.86 0.92 -2.14
C 5.18 2.12 -1.93
C 3.79 2.13 -1.92
C 2.25 0.56 1.85
C 1.18 1.29 2.33
C 1.37 2.30 3.26
C 2.65 2.58 3.70
C 3.73 1.85 3.21
C 3.56 0.83 2.28
C 4.76 0.06 1.78
C 1.53 -2.76 3.03
C 0.45 -1.88 3.60
C 1.91 -3.84 3.83
H 4.10 -6.46 3.95
H 2.43 -6.56 4.52
H 3.58 -5.52 5.35
H 4.25 -5.28 1.90
H 4.45 -4.41 -0.10
H 4.58 -2.66 -0.06
H 3.19 -3.44 -0.82
H 3.22 -1.16 -2.52
H 5.69 -1.18 -2.55
H 6.95 0.92 -2.16
H 5.73 3.04 -1.79
H 3.24 3.05 -1.78
H 0.16 1.05 2.03
H 0.52 2.85 3.64
H 2.82 3.37 4.43
H 4.73 2.08 3.56
H 5.67 0.42 2.25
H 4.89 0.18 0.69
H 4.67 -1.00 2.00
H 0.23 -1.01 2.99
H 0.74 -1.53 4.59
H -0.48 -2.45 3.71
H 1.41 -3.96 4.79
Br -2.04 5.24 -3.98
C -1.22 4.60 -2.42
C -0.52 5.45 -1.58
C 0.07 4.90 -0.45
C -0.08 3.56 -0.20
N -0.79 2.75 -1.00
C -1.33 3.26 -2.11
H -0.43 6.50 -1.81
H 0.65 5.51 0.23
H 0.38 3.10 0.67
H -1.85 2.59 -2.78
Cl -0.49 -1.42 0.48
C -4.68 2.45 -5.02
C -3.61 1.58 -5.18
C -3.11 0.88 -4.09
C -3.67 1.04 -2.82
C -4.74 1.92 -2.67
C -5.24 2.62 -3.76
Si -3.02 0.05 -1.38
C -3.61 -1.70 -1.60
C -4.46 -1.99 -2.67
C -5.01 -3.26 -2.83
C -4.72 -4.26 -1.92
C -3.89 -4.00 -0.84
C -3.34 -2.73 -0.68
C -3.59 0.72 0.28
C -3.34 2.03 0.75
C -3.82 2.46 1.98
C -4.59 1.61 2.76
C -4.88 0.33 2.31
C -4.37 -0.12 1.10
H -5.08 2.99 -5.87
H -3.16 1.44 -6.16
H -2.26 0.21 -4.24
H -5.19 2.07 -1.69
H -6.08 3.30 -3.63
H -4.70 -1.23 -3.40
H -5.66 -3.47 -3.67
H -5.15 -5.25 -2.04
H -3.67 -4.77 -0.12
H -2.72 -2.54 0.18
H -2.83 2.75 0.13
H -3.62 3.47 2.31
H -4.98 1.96 3.71
H -5.50 -0.33 2.90
H -4.60 -1.12 0.78
*
```

Values from the calculation:
Highest occupied orbital energy (alpha / beta), hartree: -0.393 / -0.381
Energy, a.u.: -5635.12821
Molar mass, g/mol: 1007.90
Frontier orbital gap (alpha / beta), eV: 7.18 / 6.79

---

5.
C45H48ClN3O5P2PbS5 | ωB97M-V with the def2-TZVPD basis set

```
! wB97M-V def2-TZVPD RIJCOSX def2/J DEFGRID3
* xyz -2 1
Pb 2.37 -1.33 0.43
S 2.12 -1.20 3.31
P -0.68 -0.93 3.69
C 0.66 -0.13 3.10
P 0.98 1.51 2.53
S 2.17 1.83 0.98
C 1.73 2.47 3.95
C 1.13 2.38 5.20
C 1.57 3.13 6.28
C 2.64 3.99 6.10
C 3.23 4.12 4.84
C 2.77 3.42 3.77
C -0.60 2.48 2.23
C -1.42 2.06 1.18
C -2.29 2.94 0.56
C -2.51 4.23 1.13
C -1.82 4.57 2.29
C -0.79 3.72 2.80
C -0.44 -1.51 5.38
C -1.23 -2.48 5.95
C -1.04 -2.90 7.27
C 0.00 -2.34 7.99
C 0.84 -1.39 7.41
C 0.61 -0.97 6.10
C -2.27 -0.05 3.69
C -2.66 0.82 4.72
C -3.91 1.47 4.70
C -4.81 1.16 3.69
C -4.49 0.28 2.68
C -3.23 -0.31 2.69
H 0.31 1.68 5.30
H 1.13 3.01 7.28
H 3.04 4.59 6.94
H 4.14 4.73 4.78
H 3.17 3.49 2.79
H -1.23 1.07 0.77
H -2.85 2.68 -0.40
H -3.15 4.90 0.63
H -2.05 5.56 2.79
H -0.18 4.14 3.58
H -2.02 -2.88 5.33
H -1.68 -3.64 7.67
H 0.15 -2.72 9.03
H 1.66 -0.96 8.00
H 1.26 -0.25 5.61
H -1.95 1.00 5.48
H -4.18 2.23 5.40
H -5.79 1.59 3.67
H -5.24 0.09 1.91
H -2.93 -0.95 1.89
C 6.87 -2.56 -1.14
C 5.37 -2.62 -0.94
S 4.90 -2.05 0.72
C 4.56 -3.07 -1.91
C 5.14 -3.56 -3.28
S 2.80 -3.13 -1.76
H 7.33 -2.57 -0.12
H 7.16 -1.54 -1.53
H 7.31 -3.38 -1.70
H 5.85 -4.39 -3.14
H 5.61 -2.76 -3.79
H 4.29 -3.93 -3.87
C 1.10 -2.77 -4.99
C -0.07 -1.79 -4.97
C -1.22 -2.55 -5.66
C -0.36 -1.54 -3.50
C 0.23 -0.48 -5.81
O 0.59 -0.89 -7.18
C -0.95 0.54 -5.97
C -1.39 1.52 -4.93
C -2.62 1.09 -4.16
C -3.82 0.85 -4.85
C -4.98 0.47 -4.21
C -4.89 0.25 -2.85
Cl -6.34 -0.24 -2.03
C -3.74 0.49 -2.11
C -2.63 0.91 -2.77
C 1.55 0.24 -5.45
N 1.83 0.59 -4.07
C 2.54 -0.08 -3.16
N 2.63 0.60 -2.03
C 1.85 1.69 -2.32
N 1.39 1.75 -3.54
H 0.79 -3.73 -4.59
H 1.90 -2.41 -4.35
H 1.52 -2.94 -5.98
H -1.56 -3.39 -4.99
H -0.81 -3.01 -6.58
H -2.05 -1.94 -5.91
H 0.00 -2.36 -2.89
H -1.40 -1.44 -3.36
H 0.11 -0.61 -3.17
H -0.25 -1.12 -7.63
H -1.84 -0.04 -6.33
H -0.63 1.05 -6.87
H -1.60 2.44 -5.48
H -0.58 1.72 -4.20
H -3.78 1.01 -5.94
H -5.86 0.29 -4.78
H -3.68 0.34 -1.05
H -1.66 0.96 -2.25
H 1.61 1.16 -6.04
H 2.40 -0.37 -5.81
H 2.88 -1.08 -3.28
H 1.73 2.43 -1.57
O -0.91 -1.17 0.69
S -1.05 -2.52 1.24
O -0.99 -2.32 2.95
O 0.02 -3.48 1.04
O -2.39 -2.98 1.10
*
```

Values from the calculation:
Highest occupied orbital energy, hartree: -0.038
Energy, a.u.: -5610.88386
Molar mass, g/mol: 1175.83
Relative energy (zero: lowest compared OMol25 entry of this formula, charge and spin), kJ/mol: 0.0
Frontier orbital gap, eV: 4.70

---

6.
C35H43AsN6O2Si2Ti | ωB97M-V with the def2-TZVPD basis set

```
! wB97M-V def2-TZVPD RIJCOSX def2/J DEFGRID3
* xyz -2 1
Ti 0.78 0.98 -0.15
C 5.56 1.74 -2.76
C 4.77 0.61 -2.89
C 3.87 0.25 -1.89
C 3.74 1.02 -0.73
C 4.54 2.16 -0.61
C 5.43 2.52 -1.61
N 2.78 0.68 0.23
C 3.12 0.71 1.57
C 4.39 0.50 2.11
C 4.56 0.46 3.50
C 3.47 0.62 4.34
C 2.20 0.85 3.82
C 2.03 0.90 2.44
N 0.84 1.15 1.78
N -0.14 1.80 2.52
C -1.10 2.18 1.72
C -2.15 3.04 2.21
C -3.02 3.58 1.33
C -2.91 3.29 -0.06
C -1.95 2.41 -0.46
N -1.08 1.82 0.39
H 6.26 2.02 -3.53
H 4.86 -0.01 -3.77
H 3.26 -0.64 -2.00
H 4.43 2.78 0.28
H 6.03 3.42 -1.49
H 5.24 0.36 1.45
H 5.55 0.28 3.91
H 3.61 0.58 5.42
H 1.34 1.00 4.45
H -2.18 3.24 3.27
H -3.80 4.25 1.68
H -3.58 3.72 -0.79
H -1.86 2.11 -1.50
C 0.80 5.10 -1.38
C 0.91 3.62 -1.61
O 1.15 2.93 -0.56
C 0.76 3.10 -2.88
C 0.72 1.71 -3.19
C 0.81 1.30 -4.64
N 0.58 0.80 -2.27
N 0.61 -0.53 -2.72
C 0.71 -1.33 -1.70
O 0.69 -0.97 -0.47
C 1.00 -2.77 -1.99
C 0.70 -3.34 -3.22
C 1.04 -4.65 -3.48
C 1.70 -5.41 -2.52
C 2.01 -4.84 -1.29
C 1.66 -3.52 -1.03
H 1.70 5.47 -0.88
H -0.05 5.27 -0.70
H 0.63 5.65 -2.30
H 0.69 3.79 -3.71
H 1.03 2.17 -5.26
H -0.12 0.84 -4.96
H 1.59 0.55 -4.75
H 0.19 -2.73 -3.96
H 0.79 -5.10 -4.44
H 1.97 -6.43 -2.72
H 2.53 -5.42 -0.54
H 1.91 -3.05 -0.08
C -5.50 -0.10 -0.84
Si -4.76 -1.22 0.51
C -5.39 -0.45 2.13
C -5.78 -2.82 0.34
As -2.51 -1.38 0.10
Si -1.93 -2.16 2.18
C -0.12 -2.72 2.24
C -2.17 -1.04 3.69
C -2.90 -3.73 2.68
H -6.59 -0.17 -0.89
H -5.09 -0.37 -1.82
H -5.22 0.94 -0.65
H -6.45 -0.20 2.04
H -4.83 0.47 2.35
H -5.26 -1.12 2.98
H -6.85 -2.64 0.50
H -5.45 -3.58 1.06
H -5.63 -3.24 -0.65
H 0.54 -1.96 1.83
H 0.01 -3.63 1.66
H 0.18 -2.91 3.28
H -1.68 -0.07 3.55
H -1.72 -1.52 4.57
H -3.22 -0.87 3.89
H -2.94 -4.44 1.85
H -3.93 -3.48 2.96
H -2.43 -4.23 3.54
*
```

Values from the calculation:
Highest occupied orbital energy (alpha / beta), hartree: -0.014 / -0.014
Energy, a.u.: -5502.99750
Molar mass, g/mol: 758.73
Relative energy (zero: lowest compared OMol25 entry of this formula, charge and spin), kJ/mol: 91.6
Frontier orbital gap (alpha / beta), eV: 4.66 / 4.66

---

7.
C3H9NO2 | ωB97M-V with the def2-TZVPD basis set

```
! wB97M-V def2-TZVPD RIJCOSX def2/J DEFGRID3
* xyz 0 1
C 1.40 0.09 0.09
C -0.96 -0.65 -1.37
C -0.41 1.49 0.77
N 0.59 0.62 1.05
O 2.06 -1.09 0.43
O -1.38 -1.27 -0.16
H 1.38 -1.74 0.66
H -1.63 -0.55 0.45
H 0.44 0.03 1.86
H 2.04 0.77 -0.45
H 0.22 -0.24 -1.02
H -0.76 -1.45 -2.09
H -1.73 0.00 -1.78
H -1.03 1.81 1.59
H -0.24 2.18 -0.03
*
```

Values from the calculation:
Highest occupied orbital energy (alpha / beta), hartree: -0.251 / -0.257
Energy, a.u.: -324.78380
Molar mass, g/mol: 91.11
Relative energy (zero: lowest compared OMol25 entry of this formula, charge and spin), kJ/mol: 495.7
Frontier orbital gap (alpha / beta), eV: 7.51 / 7.66

---

8.
C3H6O3 | ωB97M-V with the def2-TZVPD basis set

```
! wB97M-V def2-TZVPD RIJCOSX def2/J DEFGRID3
* xyz 0 1
O -1.69 0.76 -0.61
C -1.66 -0.24 0.07
C 1.06 -0.75 0.05
O 1.03 -0.86 -1.30
C 0.93 0.43 0.67
O 0.75 1.57 -0.08
H -0.21 1.65 -0.27
H -1.56 -1.25 -0.37
H -1.83 -0.21 1.17
H 1.23 -1.68 0.57
H 0.97 0.04 -1.64
H 0.97 0.53 1.75
*
```

Values from the calculation:
Highest occupied orbital energy, hartree: -0.334
Energy, a.u.: -343.56493
Molar mass, g/mol: 90.08
Relative energy (zero: lowest compared OMol25 entry of this formula, charge and spin), kJ/mol: 235.3
SMILES: O/C=C\O.C=O
Frontier orbital gap, eV: 9.74